{"formula": "C9H14", "method": "ωB97M-V/def2-TZVPD", "charge": -1, "e_above_lowest_ev": 0.780, "orbital_gap_ev": [2.54, 8.20], "spin_multiplicity": 2, "homo_ev": [1.2, -4.6], "s_squared": 0.754, "e_tot_ha": -351.25066, "fmax_ev_per_a": 2.09, "species": ["C", "C", "C", "C", "C", "C", "C", "H", "H", "H", "H", "H", "H", "H", "H", "C", "C", "H", "H", "H", "H", "H", "H"], "xyz": [[-2.907857, -0.992985, 0.462560], [0.824067, -0.774878, 0.670224], [-0.492190, -1.243314, 0.386340], [1.085001, -0.001312, 1.760114], [-1.550260, -0.582797, 0.931900], [-0.040829, 0.577867, 2.393035], [-1.316719, 0.432669, 1.896816], [1.683226, -1.021031, 0.046337], [-0.530531, -2.042660, -0.345122], [2.105854, 0.267450, 2.008601], [-0.081144, 1.317978, 3.196614], [-3.724733, -0.695140, 1.142774], [-2.969763, -2.080499, 0.344514], [-2.131095, 0.986606, 2.337551], [-3.321978, -0.573995, -0.455816], [1.620144, 1.478136, -2.754679], [2.313621, 0.666503, -3.820140], [2.240010, 2.200230, -2.226038], [0.692520, 1.950718, -3.087654], [1.232736, 0.844081, -1.945026], [3.239915, 0.186301, -3.507387], [1.713915, -0.198269, -4.156643], [2.354710, 1.218361, -4.759576]], "forces_ev_per_angstrom": [[-1.70, -0.06, 0.53], [0.71, -0.67, -0.63], [1.70, 0.17, -0.23], [-1.31, 1.40, 0.83], [-0.84, 0.37, 0.00], [0.90, 0.79, 0.78], [-0.81, -1.36, -1.30], [-0.21, -0.52, 0.00], [-0.64, 0.07, -0.10], [-0.03, 0.07, 0.21], [1.16, -0.27, 0.07], [0.44, -0.25, 0.32], [0.07, 0.08, 0.05], [-0.21, -0.08, -0.06], [0.79, 0.24, -0.47], [-0.85, -0.51, 1.16], [-0.87, -0.79, -0.86], [0.15, 0.20, -0.36], [0.29, 0.27, -0.37], [0.33, -0.14, -0.07], [0.30, 0.56, -0.08], [-0.22, 0.19, 0.52], [0.86, 0.26, 0.06]], "lowdin_spin": [0.06, 0.12, 0.11, 0.08, 0.05, 0.15, 0.17, 0.02, 0.02, 0.02, 0.02, 0.01, 0.01, 0.03, 0.01, 0.06, 0.03, 0.01, 0.01, 0.01, 0.01, 0.01, 0.00]}

---

{"formula": "C53H59FN4SSb2SiZr", "method": "ωB97M-V/def2-TZVPD", "charge": 2, "e_above_lowest_ev": 4.940, "orbital_gap_ev": 6.86, "homo_ev": -12.7, "e_tot_ha": -3588.55603, "fmax_ev_per_a": 0.57, "species": ["Zr", "N", "C", "C", "C", "C", "C", "C", "C", "C", "C", "C", "C", "C", "H", "H", "H", "H", "H", "H", "H", "H", "H", "H", "C", "Si", "C", "C", "N", "C", "C", "C", "C", "C", "C", "F", "H", "H", "H", "H", "H", "H", "H", "H", "H", "H", "H", "H", "H", "C", "C", "C", "Sb", "C", "C", "C", "C", "C", "C", "C", "C", "C", "C", "C", "C", "Sb", "C", "C", "C", "C", "C", "C", "C", "C", "C", "C", "C", "C", "H", "H", "H", "H", "H", "H", "H", "H", "H", "H", "H", "H", "H", "H", "H", "H", "H", "H", "H", "H", "H", "H", "H", "H", "H", "H", "N", "C", "C", "C", "N", "H", "H", "H", "H", "C", "S", "C", "H", "H", "H", "H", "H", "H"], "xyz": [[0.471180, 0.078863, -0.837227], [0.109610, -1.830246, 0.450824], [1.189706, -2.803085, 0.343181], [1.737426, -3.285683, 1.519368], [2.773190, -4.206199, 1.479299], [3.246360, -4.634405, 0.250840], [2.688868, -4.138111, -0.916869], [1.644737, -3.209432, -0.911288], [1.187239, -2.662964, -2.228184], [1.153317, -3.544850, -3.310499], [0.993063, -3.090166, -4.610780], [0.886334, -1.731280, -4.861129], [0.843778, -0.849090, -3.791843], [0.952124, -1.289538, -2.468679], [-0.112417, -1.692366, 1.435509], [-0.748664, -2.246543, 0.075901], [1.337778, -2.956985, 2.473579], [3.195241, -4.588392, 2.398614], [4.055400, -5.349657, 0.195571], [3.097669, -4.452724, -1.867702], [1.269660, -4.606681, -3.133560], [0.972644, -3.799285, -5.427650], [0.808430, -1.361631, -5.875066], [0.710849, 0.207311, -3.998207], [-0.227769, 4.281933, -0.846655], [-0.964677, 3.183607, -2.158486], [-0.086865, 3.732488, -3.731335], [-2.793963, 3.538507, -2.087053], [-0.756427, 1.397060, -1.957106], [-1.594168, 0.705403, -2.899999], [-2.071114, 1.195668, -4.122815], [-2.806596, 0.391025, -4.984176], [-3.101106, -0.927348, -4.672383], [-2.669767, -1.443629, -3.459419], [-1.971182, -0.598909, -2.642375], [-1.500598, -1.077775, -1.416375], [-0.486131, 5.283405, -1.212155], [0.859417, 4.251058, -0.771524], [-0.687191, 4.168474, 0.132472], [0.792280, 4.324238, -3.464567], [-0.723794, 4.375459, -4.343924], [0.244633, 2.907601, -4.362829], [-3.009159, 4.530449, -2.491001], [-3.098729, 3.543788, -1.036248], [-3.422779, 2.822326, -2.612346], [-1.868388, 2.206925, -4.431188], [-3.148431, 0.810306, -5.920715], [-3.659463, -1.549344, -5.357104], [-2.861242, -2.463544, -3.153776], [1.732854, 0.801826, 2.798282], [0.682561, 0.718904, 3.924448], [-0.630369, 0.000488, 3.593761], [-1.925533, 0.887412, 2.091237], [-1.945663, 2.726129, 3.212815], [-2.412463, 2.655834, 4.526005], [-2.369763, 3.768304, 5.352283], [-1.863103, 4.973170, 4.880680], [-1.421303, 5.064374, 3.571492], [-1.470579, 3.947248, 2.743907], [-3.818435, 0.241357, 2.792858], [-3.996757, -0.697077, 3.804136], [-5.276868, -1.048898, 4.212295], [-6.385325, -0.471286, 3.606670], [-6.213658, 0.466030, 2.598647], [-4.933319, 0.820812, 2.193568], [1.467767, 2.495780, 1.444764], [2.495989, 3.961921, 2.555895], [2.735941, 5.182541, 1.928586], [3.447213, 6.170193, 2.594347], [3.906299, 5.943451, 3.885274], [3.653848, 4.732891, 4.512654], [2.946169, 3.736386, 3.850499], [3.137475, 2.029588, 0.050187], [2.637870, 2.270364, -1.344933], [3.341913, 2.925766, -2.268092], [4.693401, 3.428585, -2.011930], [5.308901, 3.150696, -0.867539], [4.669981, 2.276001, 0.158041], [1.717002, -0.151634, 2.248349], [2.731490, 0.897952, 3.235918], [0.477841, 1.715776, 4.324417], [1.143514, 0.158975, 4.743433], [-1.235450, -0.020449, 4.501709], [-0.438957, -1.043921, 3.333016], [-2.828237, 1.732549, 4.913794], [-2.740362, 3.695959, 6.366547], [-1.831504, 5.839010, 5.528424], [-1.046287, 6.003422, 3.184649], [-1.160457, 4.068590, 1.713721], [-3.144229, -1.167252, 4.280405], [-5.409411, -1.770473, 5.008586], [-7.381282, -0.748205, 3.925639], [-7.074126, 0.923694, 2.128611], [-4.818092, 1.561389, 1.408087], [2.374499, 5.376172, 0.923666], [3.636507, 7.118074, 2.108293], [4.456929, 6.715690, 4.405354], [4.002684, 4.560446, 5.522164], [2.740791, 2.807696, 4.367676], [1.607572, 2.017681, -1.621080], [2.890769, 3.125551, -3.232286], [5.168488, 4.037740, -2.768300], [6.304455, 3.524335, -0.664840], [4.964088, 2.571485, 1.166747], [3.384455, 0.549919, 0.303270], [4.856273, 0.725426, -0.020110], [4.860346, 0.049765, -1.354948], [3.680146, -0.534275, -1.575011], [2.684758, -0.329545, -0.590992], [3.220467, 0.276220, 1.269040], [5.525918, 0.257436, 0.704218], [5.731970, -0.052224, -1.979333], [3.422467, -1.149715, -2.420921], [-3.320285, -4.047893, 2.610538], [-2.502485, -2.829841, 1.568525], [-3.898458, -2.316551, 0.552605], [-4.169183, -3.589183, 3.116220], [-2.604420, -4.390899, 3.355034], [-3.652360, -4.898479, 2.019023], [-4.218730, -3.121268, -0.107185], [-3.589805, -1.460511, -0.046924], [-4.721378, -2.006590, 1.196693]], "forces_ev_per_angstrom": [[-0.10, -0.42, -0.37], [0.26, 0.15, -0.41], [-0.16, 0.09, 0.04], [0.01, -0.03, -0.03], [0.00, 0.01, 0.03], [0.00, -0.01, -0.02], [-0.01, 0.01, -0.01], [0.04, 0.00, 0.02], [0.04, -0.02, -0.05], [-0.01, -0.01, 0.00], [0.00, 0.01, 0.00], [-0.01, 0.01, 0.01], [-0.04, -0.02, 0.00], [0.00, -0.11, 0.21], [0.04, 0.04, -0.04], [0.19, -0.12, 0.12], [-0.01, 0.00, 0.00], [0.00, 0.00, 0.00], [0.00, 0.00, 0.00], [0.00, -0.01, 0.00], [0.00, 0.00, 0.00], [0.01, 0.00, 0.00], [0.00, -0.01, 0.00], [-0.01, 0.00, -0.01], [-0.01, 0.08, 0.02], [0.05, -0.19, -0.12], [0.01, 0.00, -0.01], [-0.04, 0.01, 0.04], [0.10, -0.14, -0.31], [-0.02, 0.18, 0.19], [0.03, -0.15, -0.02], [0.01, 0.01, 0.03], [-0.01, -0.02, 0.00], [-0.05, -0.04, 0.13], [-0.09, 0.14, -0.06], [-0.15, 0.01, 0.18], [0.00, 0.01, 0.03], [-0.01, 0.01, -0.02], [0.12, 0.03, -0.26], [-0.01, 0.01, -0.02], [-0.01, -0.01, 0.00], [0.01, -0.03, 0.00], [0.02, 0.01, 0.01], [-0.03, 0.00, -0.01], [0.01, 0.02, 0.00], [0.05, 0.07, -0.02], [0.00, 0.00, 0.00], [0.00, 0.01, -0.01], [-0.01, 0.00, -0.01], [0.03, 0.01, 0.05], [0.03, 0.00, 0.00], [0.04, 0.01, -0.02], [0.41, 0.24, 0.11], [-0.03, -0.01, -0.08], [0.05, -0.01, 0.00], [-0.01, 0.01, 0.02], [-0.01, -0.01, 0.01], [-0.01, -0.03, 0.01], [-0.01, 0.04, -0.08], [-0.09, -0.03, -0.04], [0.05, 0.00, 0.01], [0.00, 0.01, -0.01], [0.00, -0.02, 0.01], [0.01, 0.01, 0.00], [-0.04, -0.01, -0.01], [-0.01, -0.26, 0.22], [-0.11, 0.14, -0.03], [0.03, 0.04, 0.00], [0.00, -0.02, 0.01], [0.01, 0.01, 0.00], [-0.01, -0.03, -0.01], [-0.04, 0.04, 0.05], [-0.10, -0.02, 0.02], [-0.01, 0.05, 0.16], [0.05, 0.02, 0.06], [-0.04, -0.01, -0.03], [0.05, 0.02, 0.01], [0.00, -0.07, -0.04], [-0.07, 0.03, -0.03], [0.01, -0.06, 0.03], [-0.08, 0.00, -0.02], [0.01, 0.06, 0.04], [-0.01, -0.04, 0.00], [0.01, -0.04, 0.04], [0.00, -0.01, -0.01], [0.00, 0.01, 0.00], [0.00, 0.00, 0.00], [-0.01, 0.01, 0.00], [-0.06, -0.12, 0.25], [-0.01, 0.00, -0.01], [0.00, 0.00, 0.00], [0.00, 0.00, 0.00], [0.00, 0.00, 0.00], [0.01, -0.01, 0.00], [0.00, -0.01, 0.01], [0.00, 0.00, 0.00], [0.00, 0.00, 0.00], [0.00, 0.00, 0.00], [0.02, -0.02, -0.01], [0.12, 0.27, 0.05], [0.01, -0.01, 0.00], [0.00, 0.00, 0.00], [-0.01, 0.00, 0.02], [0.02, -0.01, 0.00], [-0.08, -0.01, 0.03], [-0.04, -0.03, -0.02], [0.05, 0.00, -0.03], [-0.09, -0.08, 0.07], [0.08, 0.43, -0.12], [0.01, -0.02, -0.02], [-0.01, 0.01, 0.01], [0.01, 0.00, 0.01], [0.00, 0.02, -0.01], [0.00, -0.05, 0.05], [-0.29, -0.17, 0.02], [-0.11, 0.07, 0.04], [0.01, 0.02, -0.01], [0.02, 0.00, -0.02], [0.00, 0.01, -0.01], [0.01, -0.02, 0.03], [0.00, -0.02, 0.02], [-0.01, 0.01, -0.02]], "mulliken_charge": [-0.60, 1.23, 0.69, -0.64, -0.92, -1.13, -0.90, 0.76, 0.50, -0.82, -1.07, -0.82, -1.21, 2.93, -1.18, 0.10, 0.50, 0.49, 0.45, 0.61, 0.66, 0.42, 0.47, 0.54, 0.12, 0.25, -1.51, -1.15, 1.18, -0.15, -0.39, -1.24, -0.85, -0.89, 0.17, 0.50, 0.67, -0.17, -0.72, 0.51, 0.52, 0.39, 0.40, 0.25, 0.41, 0.41, 0.48, 0.46, 0.58, -0.54, -1.26, -1.24, -0.22, 0.49, -0.55, -0.74, -0.70, -0.57, 0.35, 0.56, 0.03, -0.72, -0.66, -0.62, -0.79, 0.68, 0.77, -0.67, -0.77, -0.65, -0.83, -0.35, 0.27, 0.31, -0.88, -0.85, -1.22, -0.01, -0.11, 0.93, 0.19, 0.55, 0.88, 0.70, 0.26, 0.46, 0.41, 0.50, 0.12, 0.29, 0.48, 0.43, 0.45, 0.43, 0.37, 0.46, 0.42, 0.45, 0.26, 0.30, 0.54, 0.47, 0.52, 0.60, -0.42, 0.57, -1.78, -0.44, 0.39, 0.59, 0.42, 0.42, 0.60, -1.12, 0.54, -0.73, 0.28, 0.38, 0.40, 0.47, -0.10, 0.29]}